The following is a quantum chemistry calculation of a structure of composition C48H49As2BrN4O8PRuS in a non-equilibrium geometry, from the OMol25 dataset.

Calculated values
Kohn-Sham gap (spin up / spin down): 5.98 / 6.09 eV
2S+1: 2
HOMO (spin up / spin down): -11.52 / -11.87 eV
ΔE to the lowest compared entry with this formula, charge and spin: 23.83 kcal per mole
Charge: +2
M: 1203.8 g/mol
Expectation value of S²: 0.91
Largest force on an atom: 0.04056 Eh/bohr

XYZ file:
```
115
Properties=species:S:1:pos:R:3:forces:R:3
H -0.366 3.637 -1.006 0.02 -0.02 0.01
C -3.208 -0.022 -0.090 -0.07 0.41 0.03
C -1.112 -0.041 2.740 -0.17 0.01 0.18
Ru -0.390 0.743 -0.463 -0.48 -0.87 0.68
C 1.720 2.006 -5.876 0.06 0.04 -0.04
C -1.330 0.470 -9.063 -0.02 0.05 0.05
C -0.218 -1.194 -4.793 0.02 -0.01 0.08
H 5.716 -1.133 -0.069 -0.01 0.00 0.00
H 2.015 3.050 -5.817 0.01 0.00 0.00
O 2.102 3.012 -3.021 0.08 0.05 0.10
C 1.013 1.213 3.001 -0.02 0.01 0.03
H 1.956 0.817 3.378 -0.05 -0.08 0.11
C 0.180 0.099 2.427 0.04 -0.07 -0.04
H -0.338 -4.467 -7.250 0.02 -0.01 0.00
H 4.237 2.772 0.890 0.00 -0.02 0.01
C 2.846 3.182 5.427 -0.05 0.06 -0.11
H -3.254 5.838 2.349 -0.01 0.00 -0.02
N 0.062 4.376 3.491 -0.01 0.12 0.04
H -1.692 -0.835 2.288 -0.04 0.01 0.00
H -3.988 1.618 -4.512 0.01 -0.02 -0.02
C -1.654 6.087 0.939 0.02 -0.11 0.00
H -0.978 -2.344 -0.558 0.02 -0.04 -0.04
C 1.156 -3.551 0.639 -0.03 -0.01 -0.01
C 1.467 -5.181 2.372 0.00 0.04 0.03
C 0.740 5.679 3.522 0.04 -0.09 0.02
C 1.253 2.164 -2.453 0.15 -0.10 -0.15
H 1.462 -5.641 0.275 -0.01 0.01 0.01
H 2.601 4.048 -1.281 -0.03 0.02 0.02
C -3.190 1.419 0.102 -0.47 -0.55 0.07
C -2.769 4.003 1.336 -0.08 0.09 0.19
H 3.515 -2.101 0.451 0.00 0.03 0.02
P 0.890 -0.847 1.010 0.91 0.71 -0.12
H 3.542 4.403 -2.758 0.01 0.01 -0.02
C 1.138 -2.868 2.954 -0.01 -0.05 0.03
C -1.812 0.901 3.618 -0.01 -0.15 -0.21
H -1.707 2.616 4.832 0.01 -0.02 -0.01
H 6.077 1.309 0.105 0.00 -0.01 0.05
H -3.516 3.427 1.870 0.04 0.02 0.02
H 1.633 -6.206 2.676 -0.01 0.01 0.00
N -2.054 1.985 0.120 1.28 1.25 -1.08
C 2.840 1.158 1.068 -0.02 0.07 -0.05
C -0.838 5.481 -0.008 -0.03 -0.12 -0.06
O -2.526 1.839 -3.053 -0.02 -0.05 0.06
H -1.384 -4.867 -5.870 -0.02 0.00 0.02
C -0.300 -0.297 -7.097 0.05 0.00 0.09
C -2.024 0.595 -2.913 0.22 0.14 -0.28
H -1.886 -0.425 -9.331 0.00 -0.03 0.00
C 0.326 2.013 4.151 0.00 -0.03 -0.03
As 0.143 -1.239 -2.838 -0.08 0.12 -0.64
H -2.102 -4.218 -7.377 -0.01 -0.01 -0.02
C 0.758 3.448 4.115 -0.11 -0.04 0.02
H 1.923 5.917 5.374 -0.01 0.01 0.02
H -4.523 1.246 -2.867 0.00 0.00 0.04
H 2.903 5.597 3.935 0.02 0.00 -0.01
C 4.082 1.705 0.780 0.00 -0.01 0.02
H 3.819 2.888 -1.857 0.00 -0.02 0.01
C -0.985 4.127 -0.269 0.08 0.17 -0.10
H 0.700 1.579 5.083 0.03 0.05 0.04
C -1.953 3.390 0.394 -0.12 -0.51 0.02
H -2.998 -3.740 -0.750 0.03 0.02 0.02
H 2.377 2.512 6.145 -0.02 0.00 0.00
H 2.344 -0.440 -3.901 0.01 0.01 -0.01
O -1.194 0.542 -7.628 -0.03 -0.04 -0.04
H -4.125 1.971 0.199 0.06 -0.04 0.19
Br -1.431 7.910 1.325 0.02 0.21 0.04
S 1.521 2.241 1.578 0.17 0.02 0.01
H 1.031 5.974 2.516 0.01 -0.01 -0.02
C 1.957 5.382 4.426 -0.03 -0.12 -0.05
H -5.239 -2.687 -0.433 0.01 0.02 -0.03
N 1.840 3.930 4.677 0.09 0.06 0.10
O 0.422 -1.016 -7.730 0.04 0.00 0.05
C -2.621 5.357 1.615 -0.04 -0.13 -0.03
C -0.333 -2.622 -5.237 -0.01 0.19 -0.14
H -5.332 -0.216 -0.015 0.02 0.00 -0.03
C 1.372 -4.867 1.025 0.00 0.01 0.01
O 0.253 -3.487 -4.626 0.11 -0.08 0.05
C -3.901 1.908 -3.467 0.04 0.02 -0.01
H 3.490 2.614 4.756 0.01 0.01 -0.02
C 5.114 0.883 0.353 0.00 -0.02 -0.03
As -0.090 1.813 -5.155 0.00 -0.23 0.00
C 0.258 1.573 -3.266 -0.04 -0.08 -0.08
H -4.196 2.945 -3.339 0.00 0.01 -0.01
H 3.455 3.893 5.977 0.00 0.01 0.02
H -2.882 0.787 3.749 0.03 -0.03 0.00
H 1.681 1.709 -6.924 0.01 0.01 0.00
C -4.333 -2.098 -0.381 -0.23 0.15 0.06
C -3.097 -2.682 -0.547 0.21 -0.02 0.03
H 1.037 -2.100 3.711 0.02 0.00 -0.02
C -1.245 -4.197 -6.713 0.05 0.05 -0.04
C 1.049 -2.547 1.602 -0.11 -0.09 -0.22
C 2.074 -0.908 -2.958 0.04 0.09 0.09
C -1.952 -1.901 -0.455 -0.14 -0.09 0.32
C -0.236 -0.134 -5.597 0.04 0.08 -0.07
C -0.564 0.638 -2.555 -0.94 -0.32 0.85
H -0.106 6.067 -0.547 0.00 -0.01 0.02
H -0.353 0.445 -9.537 0.04 0.01 0.00
O -1.144 -2.833 -6.261 -0.08 0.03 0.16
C -1.178 1.908 4.204 0.09 0.03 0.05
C 3.078 3.625 -2.163 -0.01 -0.06 -0.08
C -4.388 -0.730 -0.144 -0.19 -0.33 -0.02
C 2.611 -0.216 0.946 -0.13 -0.02 0.06
C 1.346 -4.184 3.336 0.00 -0.02 -0.04
O -2.708 -0.395 -3.012 0.03 -0.11 0.02
H 1.416 -4.436 4.386 0.00 0.00 -0.02
H 2.440 1.384 -5.352 0.01 0.00 -0.01
H 2.395 -0.283 -2.123 0.02 -0.04 0.03
O 1.322 1.900 -1.226 -0.33 0.28 0.18
N -1.987 -0.588 -0.219 -0.06 0.18 -0.40
H -0.790 4.192 2.977 0.03 0.00 -0.02
H 2.568 -1.876 -2.885 0.01 -0.01 -0.03
C 4.908 -0.486 0.248 -0.03 0.00 0.00
H 1.072 -3.305 -0.416 0.03 0.00 -0.01
C 3.667 -1.032 0.547 0.03 -0.04 0.05
H -1.879 1.360 -9.351 -0.02 0.00 0.00
H 0.085 6.444 3.932 -0.01 0.01 0.02
```
Positions in Å, forces in eV/Å.